The following is a quantum chemistry calculation of a single C4H11NS molecule in a non-equilibrium geometry, from OMol25.

```
17
Properties=species:S:1:pos:R:3
S 1.03 0.87 -0.74
N 0.24 -0.64 1.32
C -0.74 1.05 -1.16
C 0.96 0.15 2.31
C -1.50 0.06 -2.11
C 0.97 -0.79 0.04
H 0.34 0.17 3.21
H 0.12 -1.57 1.72
H -1.11 -0.88 -1.72
H 2.00 -1.11 0.29
H 0.52 -1.49 -0.64
H -1.21 0.29 -3.14
H 1.99 -0.19 2.43
H 1.05 1.20 2.00
H -2.58 -0.07 -2.03
H -0.84 2.03 -1.62
H -1.22 0.93 -0.17
```

Properties
E, Eh: -611.9077
SMILES: CCSCNC
HOMO-LUMO gap, eV: 9.521
E_HOMO, eV: -8.536
Max |F|, eV/A: 2.2
Multiplicity: 1
ΔE to the lowest compared entry with this formula, charge and spin, kJ/mol: 90.4